w) 50
Properties=species:S:1:pos:R:3 method="wB97M-V/def2-TZVPD" charge=-1 s_squared=0.76 orbital_gap_ev="6.82 / 6.79" spin_multiplicity=2 lumo_energy_ev="2.08 / 2.08"
Ir -2.684 0.048 0.321
O 2.702 -3.255 -0.956
C 2.315 -2.843 0.354
C 0.797 -2.622 0.428
C 0.574 -2.216 1.902
O -0.732 -1.928 2.308
C 0.429 -1.493 -0.538
Se -1.491 -1.447 -1.055
C 0.089 -3.893 -0.028
Se -1.833 -3.625 -0.217
H 3.593 -3.610 -0.911
H 2.821 -1.906 0.613
H 2.598 -3.601 1.092
H 1.229 -1.353 2.086
H 0.925 -3.042 2.533
H -0.956 -1.026 2.028
H 0.997 -1.592 -1.463
H 0.624 -0.519 -0.099
H 0.278 -4.740 0.636
H 0.463 -4.160 -1.014
C 4.698 2.211 -2.238
C 3.400 2.199 -1.474
C 2.238 2.732 -2.018
C 1.037 2.694 -1.320
C 0.991 2.126 -0.059
C 2.147 1.599 0.506
C 3.337 1.636 -0.200
S -0.547 2.059 0.843
O -0.563 3.224 1.694
O -0.485 0.757 1.518
N -1.701 1.966 -0.207
C -2.690 3.050 -0.235
C -3.931 2.697 0.579
O -4.777 3.557 0.785
O -4.030 1.474 0.988
H 4.566 2.638 -3.232
H 5.090 1.198 -2.357
H 5.459 2.797 -1.718
H 2.267 3.173 -3.008
H 0.126 3.079 -1.763
H 2.100 1.157 1.494
H 4.234 1.214 0.241
H -3.004 3.226 -1.265
H -2.287 3.977 0.170
C -5.256 -1.179 1.118
C -4.260 -1.105 -0.026
O -4.451 -1.776 -1.033
H -6.059 -1.872 0.865
H -5.639 -0.176 1.306
H -4.747 -1.509 2.028

x) 50
Properties=species:S:1:pos:R:3 method="wB97M-V/def2-TZVPD" charge=-1 s_squared=0.76 orbital_gap_ev="6.94 / 5.65" spin_multiplicity=2 lumo_energy_ev="2.17 / 0.98"
Ir 0.255 -0.470 0.356
O 4.263 1.189 4.501
C 3.967 -0.193 4.316
C 2.937 -0.372 3.197
C 2.730 -1.884 3.051
O 3.816 -2.536 2.418
C 3.499 0.287 1.934
Se 2.604 0.015 0.211
C 1.638 0.324 3.608
Se -0.035 -0.009 2.617
H 4.993 1.262 5.120
H 3.558 -0.616 5.243
H 4.867 -0.753 4.042
H 1.808 -2.080 2.512
H 2.612 -2.324 4.048
H 3.626 -2.522 1.469
H 4.521 -0.057 1.771
H 3.540 1.362 2.099
H 1.794 1.401 3.586
H 1.367 0.051 4.632
C 0.542 -0.983 -6.114
C -0.286 -1.044 -4.861
C -0.051 -2.013 -3.893
C -0.790 -2.045 -2.720
C -1.773 -1.092 -2.506
C -2.039 -0.131 -3.470
C -1.294 -0.111 -4.637
S -2.651 -1.063 -0.958
O -3.951 -0.501 -1.247
O -2.580 -2.410 -0.440
N -1.842 -0.114 0.033
C -1.899 1.310 -0.315
C -0.747 1.702 -1.246
O -0.775 2.702 -1.929
O 0.278 0.893 -1.193
H 1.083 -1.916 -6.276
H 1.277 -0.178 -6.053
H -0.079 -0.793 -6.990
H 0.728 -2.750 -4.049
H -0.602 -2.806 -1.974
H -2.812 0.605 -3.297
H -1.489 0.654 -5.380
H -1.802 1.885 0.609
H -2.866 1.555 -0.754
C -0.380 -3.238 1.530
C 0.553 -2.443 0.618
O 1.420 -3.023 0.005
H -0.024 -4.270 1.562
H -1.390 -3.189 1.123
H -0.396 -2.799 2.524

Unit: eV. Relative energies: w) 0.912; x) 0.000.

w) 16
Properties=species:S:1:pos:R:3 method="wB97M-V/def2-TZVPD" orbital_gap_ev=10.76 lumo_energy_ev=0.87
C 1.994 0.639 -0.267
C 0.672 1.121 0.381
C -0.487 0.624 0.119
Si -2.065 1.384 0.843
Cl -3.594 0.120 0.338
H 2.867 1.224 0.037
H 2.318 -0.443 -0.086
H 2.033 0.852 -1.365
H 0.789 1.878 1.209
H -0.512 -0.101 -0.656
H -2.343 2.465 -0.102
H -1.555 1.535 2.317
C -0.498 -2.956 -1.050
C 0.426 -2.806 -0.294
H -1.018 -2.859 -1.972
H 0.975 -2.676 0.548

x) 16
Properties=species:S:1:pos:R:3 method="wB97M-V/def2-TZVPD" orbital_gap_ev="7.42 / 6.27" lumo_energy_ev="-0.35 / -0.41"
C -2.133 -0.174 -1.016
C 2.310 0.592 -1.501
C -1.947 0.323 0.209
C 2.221 0.740 -0.163
C -1.719 -0.302 1.411
Si 1.474 -0.448 1.019
Cl 1.052 -2.319 0.343
H -2.117 0.278 -1.946
H -2.392 -1.227 -1.080
H 2.640 1.325 -2.264
H 2.025 -0.354 -1.861
H -1.849 1.337 0.398
H 2.174 1.729 0.173
H -1.920 -1.382 1.477
H -1.571 0.257 2.272
H 1.753 -0.376 2.531

Unit: eV. Relative energies: w) 0.000; x) 0.943.

w) 12
Properties=species:S:1:pos:R:3 method="wB97M-V/def2-TZVPD" charge=+1 orbital_gap_ev="6.55 / 9.19" lumo_energy_ev="-6.13 / -4.29"
C -0.374 -1.834 0.496
C -0.257 0.571 0.144
C 2.371 -0.060 -0.310
N -0.438 -0.620 0.147
N -0.682 1.783 0.017
F 2.940 0.536 0.706
F 2.034 -1.319 -0.235
H -0.554 -2.674 -0.296
H -0.276 -2.235 1.461
H 1.913 0.449 -1.166
H -0.057 2.551 0.234
H -1.607 1.860 -0.380

x) 12
Properties=species:S:1:pos:R:3 method="wB97M-V/def2-TZVPD" charge=+1 orbital_gap_ev=11.66 lumo_energy_ev=-4.64
F -0.569 -1.012 1.810
C -0.436 -0.917 0.490
N -1.162 0.266 0.050
C -0.448 1.225 -0.388
N 0.745 0.774 -0.661
C 0.975 -0.538 -0.004
F 1.491 -1.538 -0.797
H -0.810 -1.867 0.096
H -2.085 0.316 0.340
H -0.760 2.183 -0.881
H 1.445 1.453 -0.970
H 1.615 -0.346 0.914

Unit: eV. Relative energies: w) 4.566; x) 0.000.

w) 21
Properties=species:S:1:pos:R:3 method="wB97M-V/def2-TZVPD" orbital_gap_ev=8.73 lumo_energy_ev=0.31
C 1.497 1.674 0.176
C 1.206 0.184 -0.017
C 1.520 -0.641 1.159
C -0.923 -0.842 1.217
C -0.329 -0.264 -0.113
C -1.228 0.929 -0.440
C -0.439 -1.310 -1.234
H 1.213 2.278 -0.694
H 2.574 1.808 0.328
H 0.994 2.069 1.064
H 1.692 -0.156 -0.946
H 1.539 -1.690 0.791
H -0.412 -1.697 1.673
H -1.927 -1.195 0.964
H -1.024 -0.068 1.984
H -2.267 0.577 -0.484
H -0.979 1.396 -1.398
H -1.170 1.691 0.343
H 0.336 -2.082 -1.155
H -1.414 -1.811 -1.201
H -0.335 -0.837 -2.219

x) 21
Properties=species:S:1:pos:R:3 method="wB97M-V/def2-TZVPD" orbital_gap_ev=11.34 lumo_energy_ev=1.25
C 1.430 1.086 0.268
C 0.133 0.715 0.990
C -0.459 1.955 1.662
C -0.866 0.028 0.042
C -0.425 -1.369 -0.355
C -0.835 -2.035 -1.640
C 0.594 -1.623 -1.435
H 1.222 1.801 -0.540
H 2.141 1.559 0.955
H 1.915 0.211 -0.170
H 0.377 -0.009 1.782
H 0.264 2.392 2.361
H -0.707 2.726 0.921
H -1.371 1.721 2.223
H -1.845 -0.039 0.538
H -1.018 0.654 -0.851
H -0.359 -2.043 0.500
H -1.070 -3.095 -1.617
H -1.420 -1.464 -2.356
H 0.956 -0.775 -2.010
H 1.342 -2.395 -1.270

y) 21
Properties=species:S:1:pos:R:3 method="wB97M-V/def2-TZVPD" orbital_gap_ev=10.68 lumo_energy_ev=1.17
C 0.890 -1.026 1.711
C 1.629 -0.187 0.991
C 2.225 -0.504 -0.352
C 1.563 0.293 -1.481
H 0.467 -0.741 2.671
H 0.681 -2.037 1.363
H 1.811 0.821 1.371
H 3.301 -0.283 -0.333
H 2.123 -1.578 -0.550
H 0.500 0.038 -1.559
H 2.040 0.082 -2.444
H 1.640 1.373 -1.300
C -2.577 -0.663 -1.112
C -2.003 -0.018 -0.100
C -1.742 1.458 -0.056
H -2.914 -0.139 -2.005
H -2.735 -1.738 -1.086
H -1.676 -0.585 0.772
H -2.070 1.949 -0.978
H -2.263 1.926 0.788
H -0.671 1.654 0.079

z) 21
Properties=species:S:1:pos:R:3 method="wB97M-V/def2-TZVPD" orbital_gap_ev=8.35 lumo_energy_ev=0.88
C -2.654 0.158 0.792
C -1.473 0.286 1.759
C -0.241 0.859 1.135
C 0.823 0.123 0.832
C 1.050 -1.298 0.731
C 2.017 0.324 0.121
C 2.115 1.355 -0.962
H -3.015 1.118 0.420
H -2.349 -0.437 -0.070
H -3.480 -0.364 1.272
H -1.235 -0.723 2.122
H -1.755 0.902 2.617
H -0.155 1.938 1.027
H -0.585 -2.781 -5.183
H 0.648 -1.901 -0.065
H 1.895 -1.750 1.224
H 2.922 -0.148 0.452
H -0.931 -2.555 -4.557
H 3.092 1.326 -1.448
H 1.980 2.337 -0.506
H 1.332 1.232 -1.711

Unit: eV. Relative energies: w) 3.362; x) 0.000; y) 0.783; z) 3.659.

w) 21
Properties=species:S:1:pos:R:3 method="wB97M-V/def2-TZVPD" orbital_gap_ev=10.46 lumo_energy_ev=1.05
C 0.670 -1.994 -0.082
C 0.268 -0.729 -0.807
C 0.764 0.685 -0.568
C 1.816 1.102 0.440
C -0.633 0.287 -0.156
C -0.928 0.148 1.325
C -1.819 0.759 -0.968
H 1.288 -2.636 -0.716
H -0.233 -2.564 0.173
H 1.217 -1.820 0.849
H 0.029 -0.922 -1.853
H 0.808 1.281 -1.480
H 1.508 2.021 0.955
H 2.770 1.311 -0.055
H 2.007 0.344 1.207
H -1.742 -0.567 1.494
H -1.238 1.113 1.746
H -0.062 -0.197 1.896
H -1.552 0.885 -2.023
H -2.627 0.016 -0.916
H -2.218 1.712 -0.600

x) 21
Properties=species:S:1:pos:R:3 method="wB97M-V/def2-TZVPD" orbital_gap_ev="7.46 / 7.73" lumo_energy_ev="0.56 / 0.69"
C 2.027 -0.799 0.730
C 0.894 -0.699 -0.232
C 0.061 0.450 -0.237
C 0.476 1.744 0.187
C -1.119 0.419 -1.273
C -1.521 0.187 0.096
C -1.986 -1.147 0.624
H 2.521 -1.773 0.706
H 2.799 -0.036 0.569
H 1.664 -0.632 1.760
H 1.989 0.622 -1.666
H 0.554 -1.602 -0.727
H 1.369 1.877 0.786
H -0.227 2.568 0.220
H 1.884 1.367 -1.486
H -1.322 1.375 -1.745
H -1.078 -0.433 -1.947
H -1.933 1.039 0.629
H -1.668 -1.300 1.661
H -1.611 -1.979 0.023
H -3.083 -1.170 0.601

y) 21
Properties=species:S:1:pos:R:3 method="wB97M-V/def2-TZVPD" orbital_gap_ev=10.39 lumo_energy_ev=1.07
C 0.627 0.208 -2.441
C 0.591 -0.753 -1.522
C -0.677 -1.306 -0.921
C -0.836 -0.878 0.525
C -1.728 0.042 0.880
C 0.083 -1.533 1.521
H 1.566 0.600 -2.820
H -0.286 0.648 -2.838
H 1.529 -1.159 -1.143
H -0.658 -2.404 -0.976
H -1.538 -0.965 -1.505
H -1.824 0.378 1.910
H -2.382 0.511 0.149
H -0.133 -2.605 1.606
H -0.015 -1.086 2.514
H 1.132 -1.443 1.214
C 0.909 2.363 0.785
H 0.014 2.886 1.132
H 1.241 1.665 1.559
H 1.701 3.088 0.576
H 0.669 1.801 -0.120

z) 21
Properties=species:S:1:pos:R:3 method="wB97M-V/def2-TZVPD" orbital_gap_ev=10.88 lumo_energy_ev=1.25
C -1.947 -2.358 -0.304
C -0.777 -1.905 -0.738
C -0.604 -0.632 -1.526
C 0.431 0.311 -0.873
C -0.192 1.072 0.283
C 0.757 1.919 1.150
C 1.983 1.194 1.650
H -2.852 -1.772 -0.394
H -1.978 -3.346 0.149
H 0.113 -2.519 -0.612
H -1.569 -0.116 -1.431
H -0.399 -0.816 -2.580
H 0.906 0.943 -1.621
H 1.214 -0.336 -0.458
H -0.976 1.733 -0.098
H -0.692 0.357 0.942
H 1.044 2.822 0.608
H 0.150 2.270 1.988
H 2.519 0.727 0.822
H 2.720 1.930 1.991
H 1.835 0.459 2.438

Unit: eV. Relative energies: w) 0.000; x) 4.511; y) 0.689; z) 0.173.

w) 21
Properties=species:S:1:pos:R:3 method="wB97M-V/def2-TZVPD" orbital_gap_ev=8.30 lumo_energy_ev=0.42
C 2.520 -0.282 0.080
C 1.315 -0.536 -0.815
C 0.076 -1.097 -0.073
C -1.157 -0.323 -0.564
C -2.379 -0.377 0.361
C -0.756 1.126 -0.760
C -0.291 1.778 0.496
H 2.249 0.376 0.915
H 2.908 -1.214 0.505
H 3.329 0.204 -0.476
H 1.582 -1.184 -1.657
H -0.037 -2.177 -0.237
H 0.193 -0.966 1.012
H -1.458 -0.734 -1.538
H -2.122 -0.065 1.380
H -3.170 0.286 -0.009
H -2.790 -1.390 0.407
H 1.036 0.414 -1.301
H 0.526 2.484 0.302
H -0.060 1.174 1.390
H -1.155 2.423 0.732

x) 21
Properties=species:S:1:pos:R:3 method="wB97M-V/def2-TZVPD" orbital_gap_ev=10.00 lumo_energy_ev=1.17
C 2.640 1.720 -2.150
C 1.620 0.945 -1.680
C 1.057 0.975 -0.273
C -0.105 -0.061 -0.237
C -0.272 -0.641 1.236
C -1.506 -1.580 1.249
C -2.887 -1.075 1.485
H 2.725 2.831 -2.020
H 3.301 1.321 -2.816
H 1.197 0.091 -2.202
H 0.745 2.022 0.034
H 1.815 0.494 0.435
H 0.164 -1.079 -0.791
H -1.067 0.444 -0.390
H 0.604 -1.271 1.518
H -0.367 0.341 1.754
H -1.521 -1.995 0.198
H -1.178 -2.503 1.920
H -3.056 -0.268 0.643
H -3.759 -1.651 1.584
H -2.884 -0.477 2.354

y) 21
Properties=species:S:1:pos:R:3 method="wB97M-V/def2-TZVPD" orbital_gap_ev=10.23 lumo_energy_ev=1.13
C -2.213 -0.020 1.280
C -1.958 0.026 -0.200
C -1.128 0.842 -0.851
C -0.225 1.889 -0.267
H -1.511 0.599 1.847
H -3.226 0.338 1.502
H -2.145 -1.045 1.663
H -2.535 -0.684 -0.794
H -1.078 0.748 -1.937
H 0.792 1.770 -0.660
H -0.171 1.841 0.825
H -0.566 2.895 -0.541
C 1.270 -1.451 -1.418
C 2.201 -1.038 -0.563
C 1.937 -0.683 0.872
H 1.512 -1.737 -2.438
H 0.225 -1.509 -1.123
H 3.238 -0.979 -0.895
H 0.861 -0.608 1.067
H 2.350 -1.452 1.537
H 2.406 0.268 1.151

z) 21
Properties=species:S:1:pos:R:3 method="wB97M-V/def2-TZVPD" orbital_gap_ev=9.96 lumo_energy_ev=1.09
C -1.809 -0.926 0.762
C -1.639 0.255 0.195
C -1.223 0.459 -1.231
C 0.260 0.666 -1.016
C 1.101 -0.353 -1.061
C 0.673 2.068 -0.644
H -2.000 -1.012 1.825
H -1.906 -1.832 0.166
H -1.602 1.155 0.808
H -1.703 1.329 -1.701
H -1.435 -0.424 -1.849
H 2.155 -0.216 -0.846
H 0.781 -1.344 -1.377
H 0.782 2.630 -1.574
H 1.626 2.102 -0.108
H -0.077 2.584 -0.036
C 1.200 -1.427 1.504
H 2.060 -1.812 0.925
H 1.530 -0.473 1.927
H 1.014 -2.145 2.289
H 0.212 -1.284 1.042

Unit: eV. Relative energies: w) 2.357; x) 1.751; y) 0.000; z) 0.599.

w) 10
Properties=species:S:1:pos:R:3 method="wB97M-V/def2-TZVPD" orbital_gap_ev=10.18 lumo_energy_ev=-0.57
C 2.213 0.056 0.592
C 1.204 -0.339 0.070
C -0.076 -0.765 -0.508
C -1.201 -0.103 0.282
O -1.836 -0.633 1.151
C -1.448 1.310 -0.121
N -1.637 2.383 -0.510
H 3.122 0.397 1.039
H -0.140 -0.457 -1.560
H -0.200 -1.849 -0.435

x) 10
Properties=species:S:1:pos:R:3 method="wB97M-V/def2-TZVPD" orbital_gap_ev=10.04 lumo_energy_ev=0.46
C 2.538 0.545 0.112
C 1.340 0.447 0.243
C -0.023 0.129 0.197
C -0.584 -1.180 0.106
N -1.873 -1.131 -0.060
O -2.199 0.212 -0.092
C -1.095 0.941 0.037
H 3.140 0.153 -0.667
H -0.065 -2.133 0.131
H -1.180 2.017 -0.007

y) 10
Properties=species:S:1:pos:R:3 method="wB97M-V/def2-TZVPD" orbital_gap_ev=9.47 lumo_energy_ev=0.24
C -2.091 0.903 1.273
C -0.902 0.412 0.974
C 0.063 0.002 0.073
C 0.863 -1.199 0.054
N 1.665 -1.240 -0.919
O 1.557 -0.108 -1.655
C 0.715 0.558 -0.998
H -2.853 1.294 2.062
H 0.709 -2.034 0.783
H 0.274 1.413 -1.647

z) 10
Properties=species:S:1:pos:R:3 method="wB97M-V/def2-TZVPD" orbital_gap_ev=10.20 lumo_energy_ev=-0.47
C -1.101 -2.076 -0.111
C -1.259 -0.889 0.024
C -0.739 0.458 0.231
C 0.763 0.340 -0.074
O 1.350 -0.702 -0.206
C 1.573 1.564 -0.213
N 2.344 2.414 -0.362
H -0.872 -3.113 -0.217
H -1.207 1.258 -0.357
H -0.852 0.748 1.285

Unit: eV. Relative energies: w) 0.000; x) 1.309; y) 2.496; z) 0.398.

w) 10
Properties=species:S:1:pos:R:3 method="wB97M-V/def2-TZVPD" orbital_gap_ev=8.56 lumo_energy_ev=-0.62
C 2.256 0.713 0.790
C 1.314 0.865 0.054
C 0.161 0.854 -0.794
C -0.425 -0.315 -0.930
C -1.156 -1.287 -0.452
N -1.908 -0.976 0.787
O -1.885 0.173 1.128
H 3.085 0.558 1.445
H -0.211 1.757 -1.272
H -1.239 -2.316 -0.775

x) 10
Properties=species:S:1:pos:R:3 method="wB97M-V/def2-TZVPD" orbital_gap_ev="7.56 / 7.57" lumo_energy_ev="-1.50 / -1.50"
N -0.679 1.444 2.696
C -0.304 0.869 1.744
C 0.040 0.473 0.301
C 0.631 -0.358 1.149
O 0.581 -1.683 -0.887
C -0.060 -0.846 -1.517
C -0.457 0.438 -0.958
H 1.651 -0.465 1.499
H -0.356 -1.054 -2.557
H -1.047 1.182 -1.472

Unit: eV. Relative energies: w) 0.652; x) 0.000.

w) 10
Properties=species:S:1:pos:R:3 method="wB97M-V/def2-TZVPD" orbital_gap_ev=10.07 lumo_energy_ev=-0.65
C -0.236 0.899 2.300
C -0.250 0.835 1.100
C -0.230 0.629 -0.346
C 0.627 -0.591 -0.668
O 1.713 -0.796 -0.196
C 0.036 -1.562 -1.617
N -0.425 -2.350 -2.328
H -0.219 0.939 3.366
H -1.241 0.510 -0.750
H 0.225 1.486 -0.861

x) 10
Properties=species:S:1:pos:R:3 method="wB97M-V/def2-TZVPD" orbital_gap_ev=9.57 lumo_energy_ev=0.23
N -2.236 -0.285 0.915
C -2.192 -0.631 -0.230
C -0.667 -0.257 -0.015
C 0.323 -1.061 0.477
O 1.522 -0.478 0.274
C 1.299 0.725 -0.328
C -0.028 0.929 -0.517
H 0.313 -2.027 0.955
H 2.180 1.304 -0.561
H -0.512 1.782 -0.971

y) 10
Properties=species:S:1:pos:R:3 method="wB97M-V/def2-TZVPD" orbital_gap_ev=9.85 lumo_energy_ev=0.40
C 1.038 1.319 -1.655
C 0.225 1.444 -0.760
C -0.931 1.526 -0.012
N -1.921 1.834 0.474
H 1.746 1.014 -2.332
C 0.105 -1.405 1.359
C -0.344 -1.378 0.131
O -0.570 -1.420 -1.003
H -0.469 -1.758 2.179
H 1.121 -1.176 1.620

Unit: eV. Relative energies: w) 0.000; x) 0.689; y) 1.049.